# 1
The following is a DFT calculation (ωB97M-V/def2-TZVPD) of the molecule C5H5NO in a non-equilibrium geometry.

The total charge is 0. As for the HOMO energy: -8.8 eV. The largest force on an atom is 3.727 eV Å⁻¹. As for the total energy: -323.42129 a.u. For the energy relative to the best compared isomer or geometry (same formula, charge and spin), the calculation gives 61.74 kcal per mole. The value obtained for the LUMO energy is 0.2526 eV. The orbital gap comes out at 9.083 eV.

Each line ends with the Löwdin charge.
CARTESIAN COORDINATES (ANGSTROEM)
C 2.8445 -0.1870 0.0546  0.130
C 1.6702 0.0454 -0.1001  -0.063
C 0.1985 0.2484 0.0060  -0.343
N -0.3110 1.4754 -0.0424  0.163
C -0.5065 -0.9453 0.0303  -0.044
C -1.9183 -0.7136 -0.0641  -0.286
O -2.4932 0.3633 0.0860  -0.027
H 3.8484 -0.4881 0.2881  0.038
H 0.4404 2.2065 -0.0963  0.151
H -1.3076 1.5018 0.0672  0.057
H 0.0615 -1.8360 -0.1981  0.103
H -2.5269 -1.6708 -0.0312  0.122



# 2
The following is a DFT calculation (ωB97M-V/def2-TZVPD) of a 5-piece molecular cluster, C24H21F32NO6 overall in a non-equilibrium geometry.

The total charge is 0. As for the HOMO energy: -9.9 eV. The largest force on an atom is 4.644 eV Å⁻¹. As for the total energy: -4628.95522 a.u. The value obtained for the LUMO energy is 0.1838 eV. The orbital gap comes out at 10.091 eV.

Each line ends with the Löwdin charge.
CARTESIAN COORDINATES (ANGSTROEM)
F -0.4177 2.0486 4.2700  0.102
C -0.6767 3.1549 4.9854  -0.301
F -1.4283 2.7740 6.0511  0.089
C -1.4454 4.1976 4.1710  -0.417
F -2.6533 3.7193 3.8100  0.139
F -1.6912 5.2448 5.0149  0.077
C -0.7295 4.7739 2.9255  -0.029
O -1.1090 4.2122 1.6703  0.050
C -0.4846 3.0851 1.1861  -0.536
F 0.5565 2.7283 1.9608  0.146
F 0.0294 3.4096 -0.0203  0.145
C -1.4792 1.9382 0.9957  -0.277
F -2.0423 1.5876 2.1690  0.106
F -0.8365 0.8413 0.5139  0.083
H 0.2641 3.5679 5.3602  0.174
H -1.0413 5.8148 2.8527  0.132
H 0.3510 4.8186 3.0503  0.150
H -2.2696 2.2128 0.3103  0.150
F 2.3808 -1.8106 1.5040  0.094
C 1.0668 -1.5441 1.6590  -0.303
F 0.8703 -1.2839 2.9736  0.098
C 0.1908 -2.7235 1.2340  -0.439
F 0.4367 -3.7977 2.0162  0.133
F -1.0982 -2.3561 1.4715  0.109
C 0.2573 -3.1510 -0.2451  -0.034
O 1.0736 -4.2726 -0.5642  0.048
C 2.4104 -4.1057 -0.8449  -0.536
F 2.7371 -2.8052 -0.9097  0.153
F 2.6193 -4.6197 -2.0832  0.133
C 3.2882 -4.8748 0.1415  -0.285
F 3.1075 -4.4308 1.3981  0.108
F 4.5968 -4.6979 -0.1685  0.093
H 0.8170 -0.6442 1.0946  0.153
H -0.7500 -3.4850 -0.4900  0.149
H 0.4478 -2.3070 -0.9073  0.146
H 3.0597 -5.9416 0.1155  0.161
F 6.1595 -9.6077 -2.5762  0.100
C 5.3955 -9.0059 -1.6467  -0.304
F 5.2044 -9.8998 -0.6466  0.096
C 4.0387 -8.5828 -2.2138  -0.434
F 3.3357 -9.6622 -2.6114  0.139
F 3.3427 -8.0237 -1.1790  0.094
C 4.0477 -7.5370 -3.3471  -0.041
O 3.9040 -8.0185 -4.6765  0.047
C 5.0113 -8.4029 -5.4042  -0.540
F 6.1497 -8.1205 -4.7486  0.150
F 5.0182 -7.6553 -6.5291  0.147
C 4.9288 -9.8746 -5.8114  -0.286
F 4.8887 -10.6693 -4.7248  0.102
F 6.0247 -10.2117 -6.5278  0.100
H 5.9354 -8.1460 -1.2398  0.174
H 3.1518 -6.9380 -3.1891  0.137
H 4.8784 -6.8378 -3.2540  0.148
H 4.0358 -10.0583 -6.4119  0.176
F -5.8584 2.8782 -3.8973  0.096
C -5.7961 4.0814 -4.4995  -0.306
F -6.5672 4.0126 -5.6098  0.098
C -4.3636 4.4424 -4.8986  -0.442
F -3.8937 3.5594 -5.8052  0.135
F -4.4292 5.6490 -5.5275  0.107
C -3.3340 4.5980 -3.7623  -0.035
O -2.4683 3.4964 -3.5146  0.052
C -2.8458 2.4900 -2.6564  -0.523
F -3.9987 2.7922 -2.0343  0.151
F -1.8961 2.4256 -1.6890  0.119
C -2.9008 1.1346 -3.3609  -0.281
F -3.8103 1.1489 -4.3510  0.108
F -3.2667 0.1780 -2.4761  0.099
H -6.2202 4.8381 -3.8337  0.174
H -2.6612 5.3878 -4.0930  0.150
H -3.7873 4.9742 -2.8457  0.147
H -1.9265 0.8808 -3.7835  0.178
C -4.4749 7.5426 6.6122  0.189
C -3.3194 7.6153 6.3439  -0.108
N -1.9274 7.7222 6.2644  -0.048
C -1.3486 8.5168 7.4048  0.046
C -1.4759 8.3171 4.9020  -0.688
O -1.9873 9.3497 4.5119  0.071
O -0.6122 7.6178 4.3607  0.018
H -5.4495 7.4500 7.0224  0.048
H -1.5436 6.7766 6.3113  0.156
H -1.4429 9.5616 7.1238  0.110
H -1.9418 8.2966 8.2866  0.101
H -0.3117 8.2403 7.5605  0.109



# 3
The following is a DFT calculation (ωB97M-V/def2-TZVPD) of an isolated ion of composition C10H23ClN4OP and charge +1.

The total charge is +1. As for the HOMO energy: -12.2 eV. The largest force on an atom is 0.986 eV Å⁻¹. As for the total energy: -1490.37012 a.u. For the energy relative to the best compared isomer or geometry (same formula, charge and spin), the calculation gives 4.00 kcal per mole. The value obtained for the LUMO energy is -4.1483 eV. The orbital gap comes out at 8.037 eV.

Each line ends with the Löwdin charge.
CARTESIAN COORDINATES (ANGSTROEM)
C 0.5710 3.3251 -0.4922  -0.076
C -0.7777 3.2292 0.2300  -0.203
N -0.8210 2.1285 1.2097  -0.084
C -0.9489 0.8184 0.5814  -0.173
C -0.1743 -0.2563 1.3638  -0.125
N 1.0258 -0.7399 0.5939  0.073
C 1.4819 -2.0122 0.8983  -0.480
N 2.3195 -2.1734 1.9673  -0.324
Cl 3.6460 -3.2517 1.8438  0.731
N 1.1288 -3.0689 0.2041  -0.070
P 0.1705 -3.2837 -1.3129  0.993
C 0.7511 -1.8787 -2.3280  -0.279
C -1.5486 -2.8799 -0.7422  -0.409
C -2.3196 -1.9018 -1.6319  -0.147
C -1.6196 2.4058 2.3386  -0.481
C -2.6251 1.3729 2.7829  0.017
O -1.4979 3.4611 2.9166  0.092
H 0.7840 4.3588 -0.7710  0.079
H 1.3748 2.9839 0.1656  0.074
H 0.5954 2.7306 -1.4099  0.064
H -1.5866 3.0970 -0.5022  0.127
H -0.9827 4.1599 0.7576  0.118
H -0.4828 0.8970 -0.4046  0.109
H -1.9861 0.5146 0.4106  0.117
H 0.1886 0.2218 2.2778  0.127
H -0.7883 -1.1091 1.6460  0.107
H 1.7806 -0.0806 0.7611  0.143
H 2.6037 -1.3121 2.4171  0.107
H 1.5035 -3.9434 0.5566  0.080
H 0.0980 -1.0080 -2.2939  0.021
H 0.8779 -2.2370 -3.3491  0.043
H 1.7254 -1.5565 -1.9518  0.038
H -2.0560 -3.8493 -0.7733  0.068
H -1.5384 -2.5758 0.3041  0.051
H -2.4139 -2.2949 -2.6460  0.083
H -3.3332 -1.7855 -1.2384  0.083
H -1.8703 -0.9105 -1.6620  0.041
H -2.2022 0.3697 2.8516  0.068
H -3.0510 1.6846 3.7329  0.096
H -3.4277 1.3244 2.0373  0.099



# 4
The following is a DFT calculation (ωB97M-V/def2-TZVPD) of a 2-piece molecular cluster, C10H14BrN2O2 overall in a non-equilibrium geometry.

The total charge is -1. As for the HOMO energy: -4.4 eV. The largest force on an atom is 5.144 eV Å⁻¹. As for the total energy: -3223.35521 a.u. For the energy relative to the best compared isomer or geometry (same formula, charge and spin), the calculation gives 62.32 kcal per mole. The value obtained for the LUMO energy is 2.1553 eV. The orbital gap comes out at 6.519 eV.

Each line ends with the Löwdin charge.
CARTESIAN COORDINATES (ANGSTROEM)
C 0.6730 1.0373 -1.0157  -0.108
C -1.6750 1.5855 -0.1296  -0.130
C 0.2611 1.8704 1.4314  -0.112
C -0.9164 -0.7757 -0.7163  -0.122
C 1.0293 -0.4913 0.9956  -0.133
C -0.1510 -2.7141 0.7545  0.019
C -0.8123 0.7205 -1.0284  -0.350
C 1.0341 1.0130 0.5431  -0.285
C -1.1903 1.4815 1.2624  -0.169
C -0.0227 -1.3739 0.4312  -0.270
N -2.0255 1.0566 2.2247  0.179
N -1.7369 0.6662 3.4991  -0.418
O -2.5313 1.0530 4.3967  0.013
O -0.7521 -0.0683 3.6817  0.024
Br -0.9193 3.8339 -2.8809  -0.606
H 1.2663 0.4328 -1.6777  0.119
H 0.8339 1.9665 -1.5168  0.037
H -1.4803 2.5920 -0.5437  0.037
H -2.7391 1.2556 -0.2300  0.143
H 0.7369 2.0526 2.4923  0.165
H 0.4037 2.8776 0.9698  0.143
H -1.8543 -1.0103 -0.3379  0.087
H -0.7838 -1.2410 -1.6562  0.103
H 1.9620 -1.0158 0.7824  0.117
H 0.7789 -0.7289 2.0839  0.119
H 0.3473 -3.1976 1.6034  0.052
H -0.9976 -3.2673 0.3241  0.051
H -1.3556 0.7534 -2.0925  0.161
H 2.0983 1.2804 0.5604  0.135



Among the records above, which one has the lowest total charge? C10H14BrN2O2